The following is a quantum chemistry calculation of a 2-piece molecular cluster, C4H10N2 overall at a distorted geometry, from OMol25.

```
16
Properties=species:S:1:pos:R:3
C 1.846 -1.905 -0.334
C 1.591 -0.415 -0.378
C 1.623 0.491 0.670
H 2.858 -2.060 -0.352
H 1.378 -2.362 0.609
H 1.404 -2.452 -1.266
H 1.229 0.003 -1.296
H 1.691 1.518 0.473
H 1.588 0.049 1.760
N -1.679 1.753 -0.494
C -2.318 0.915 0.323
N -2.370 -0.408 0.089
H -1.085 1.422 -1.289
H -2.015 2.699 -0.625
H -2.845 1.440 1.144
H -2.896 -0.687 0.967
```

For the energy above the lowest of the compared OMol25 structures with the same formula, charge and spin, the calculation gives 1.4708 eV. As for the spin multiplicity: 2. The total charge is -1. Its expectation value of S² is 0.75.